Record 1
{"formula": "C9H12N3O2", "method": "ωB97M-V/def2-TZVPD", "total_charge": 1, "homo_lumo_gap_ev": 9.934, "smiles": "COC(=O)[C@]12C/C1=N/CC#C[C@H](N)[NH2+]2", "symbols": ["C", "O", "C", "O", "C", "C", "C", "N", "C", "C", "C", "C", "N", "N", "H", "H", "H", "H", "H", "H", "H", "H", "H", "H", "H", "H"], "xyz": [[-2.50532, -0.91222, 2.22806], [-1.38154, -0.01594, 1.89779], [-0.41946, -0.52270, 1.11170], [-0.34037, -1.71322, 0.88969], [0.54096, 0.43749, 0.63339], [0.85448, 1.85907, 1.36925], [0.10824, 1.83072, 0.13305], [-0.49888, 2.45114, -0.75772], [-1.09886, 1.93977, -1.94607], [-0.52463, 0.60474, -2.25105], [0.30174, -0.25812, -1.95461], [1.40525, -1.07630, -1.56360], [1.36535, -2.44188, -1.46480], [1.65712, -0.33550, 0.00465], [-2.11781, -1.83352, 2.55740], [-3.14147, -1.04095, 1.30956], [-3.05368, -0.41246, 3.07975], [1.87226, 2.20578, 1.52177], [0.24624, 2.04729, 2.29120], [-0.71286, 2.58774, -2.87138], [-2.10211, 2.01410, -2.01827], [2.32505, -0.69285, -2.03626], [2.07599, -3.00175, -1.84147], [0.71262, -2.96951, -0.98161], [2.47813, 0.26279, -0.12765], [1.95357, -1.01371, 0.78722]], "forces_ev_per_a": [[-0.791, 1.713, -0.268], [-0.041, 0.195, -0.564], [-2.262, -1.404, 2.025], [0.410, 0.300, -0.527], [1.491, 1.868, -0.666], [-1.461, -0.815, 0.997], [0.178, -0.523, -0.994], [0.068, 0.965, 1.246], [4.781, -0.029, -3.175], [1.824, -1.921, 1.670], [-2.820, 1.727, -1.530], [0.728, -0.329, 0.830], [0.717, 1.526, -0.774], [1.001, -0.024, 2.006], [0.389, -1.159, 0.286], [0.581, 0.161, 1.044], [0.606, -0.444, -1.237], [0.062, -0.121, -0.618], [0.470, -0.443, -0.851], [-0.795, -0.879, 2.069], [-3.368, 0.215, 0.361], [-0.322, -0.653, -0.009], [1.288, -0.254, -0.492], [-1.946, -0.364, 0.975], [-0.297, 0.123, 0.035], [-0.491, 0.572, -1.841]]}

Record 2
{"formula": "C9H12N3O2", "method": "ωB97M-V/def2-TZVPD", "total_charge": 1, "homo_lumo_gap_ev": [7.893, 7.895], "symbols": ["C", "C", "C", "C", "C", "C", "C", "C", "C", "N", "N", "N", "O", "O", "H", "H", "H", "H", "H", "H", "H", "H", "H", "H", "H", "H"], "xyz": [[0.99705, 2.09534, 0.48925], [2.00639, 1.12027, 0.38299], [-0.25487, 1.83086, 0.11675], [0.33221, -0.48732, -0.17332], [1.62899, -0.17305, 0.17231], [-0.60333, 0.54467, -0.17641], [-2.42923, -0.80808, 1.78560], [2.52849, -1.36032, 0.20311], [-2.04208, -0.78541, -1.77040], [-2.97226, 0.90298, -0.35201], [-1.94414, 0.20320, 2.17398], [-1.92321, 0.26060, -0.70084], [-2.86308, -1.65766, 1.19004], [-4.05819, 0.98250, -0.92426], [1.50332, 3.01717, 0.92878], [3.06435, 1.50486, 0.38572], [-0.98481, 2.59400, 0.05106], [0.16895, -1.55075, -0.37816], [2.04155, -2.15629, 0.93302], [2.84765, -1.87542, -0.69115], [3.45386, -1.00102, 0.56311], [-1.15968, -0.69036, -2.40159], [-2.08562, -1.85166, -1.35232], [-3.00074, -0.37146, -2.28145], [-2.71080, 1.48659, 0.48167], [-1.34865, 0.13298, 2.91835]], "forces_ev_per_a": [[4.690, 1.332, 1.278], [0.428, 1.343, 0.103], [-1.598, 0.485, 0.277], [-0.995, 0.374, 0.431], [0.308, -1.646, -1.422], [-0.414, -1.578, -1.105], [0.415, 0.283, 0.326], [-0.401, -1.378, 1.909], [-1.833, 0.802, -0.193], [-0.026, 1.754, -0.056], [-0.788, 2.319, -0.165], [0.753, -2.042, -1.310], [-1.897, -3.366, -1.743], [1.661, -0.717, 1.071], [-1.849, -0.538, -1.123], [-1.126, -0.956, 0.518], [-0.609, 0.846, 0.054], [-0.569, 0.582, -0.018], [1.344, 1.545, -1.398], [-0.757, 0.068, -0.736], [1.170, -0.074, 1.070], [-0.244, 0.087, -0.031], [-0.364, 1.780, -0.399], [1.627, -1.687, 0.324], [-0.859, -0.025, -0.142], [1.933, 0.406, 2.478]]}

Record 3
{"formula": "C9H12N3OS", "method": "ωB97M-V/def2-TZVPD", "total_charge": 1, "homo_lumo_gap_ev": 7.480, "symbols": ["C", "C", "C", "C", "C", "C", "C", "C", "C", "N", "N", "N", "O", "S", "H", "H", "H", "H", "H", "H", "H", "H", "H", "H", "H", "H"], "xyz": [[-0.64831, 3.58846, 1.51188], [-0.44141, 2.79901, 2.65418], [-0.47540, 3.15225, 0.22581], [0.00777, 1.52188, 2.58330], [0.05079, 1.85015, 0.19652], [0.21580, 1.05596, 1.31467], [0.29240, 0.92418, -0.91928], [0.05345, -3.90032, -0.33129], [0.10609, -2.18980, -1.97578], [0.53493, -0.14242, 0.87240], [0.59640, -0.25519, -0.43684], [-0.59529, -2.83638, -1.08523], [0.12687, 1.10836, -2.26920], [1.72289, -2.31139, -2.31770], [-0.86906, 4.62539, 1.65136], [-0.90271, 3.27583, 3.60100], [-0.68223, 3.92059, -0.62282], [-0.04818, 0.87162, 3.46147], [-0.62078, -4.56159, 0.16737], [0.72743, -4.45174, -0.85240], [0.64485, -3.41664, 0.47034], [-0.49211, -1.52662, -2.72454], [0.68520, -0.97965, 1.36494], [-0.20067, 2.03006, -2.38649], [-1.61496, -2.64429, -0.80269], [1.82623, -1.50770, -3.35098]], "forces_ev_per_a": [[0.191, 0.927, -0.387], [-1.690, 1.642, 1.689], [0.377, 1.246, -0.059], [-0.949, -0.271, 1.901], [-0.593, -0.159, -3.583], [0.148, 0.993, -0.165], [-0.380, 0.401, 0.924], [-0.626, 2.356, 2.983], [-3.561, 2.133, -2.074], [0.658, -1.967, 0.780], [-0.259, 0.795, -2.354], [-0.807, -1.016, 0.180], [-0.041, 0.850, 0.873], [1.507, -1.732, 0.835], [-0.560, 0.379, 0.216], [1.409, -1.098, -1.319], [0.566, -1.954, 1.315], [0.412, 0.196, -0.334], [-0.782, -0.219, 0.011], [1.737, -1.521, -2.148], [-0.178, -0.223, -0.135], [1.054, -0.901, 1.820], [0.257, -0.550, 0.992], [0.372, -0.916, -0.077], [2.264, 0.004, -1.311], [-0.526, 0.604, -0.574]]}

Record 4
{"formula": "C9H12N6", "method": "ωB97M-V/def2-TZVPD", "homo_lumo_gap_ev": 9.156, "symbols": ["N", "C", "N", "N", "N", "C", "N", "N", "C", "C", "C", "C", "C", "C", "C", "H", "H", "H", "H", "H", "H", "H", "H", "H", "H", "H", "H"], "xyz": [[-2.22653, 4.92501, -2.81495], [-1.99913, 4.01192, -2.15221], [-1.61983, 3.09241, 0.07052], [-1.15925, 1.96850, 0.47923], [-1.86498, 1.66334, -1.64563], [-1.82348, 2.91406, -1.26881], [0.30271, -1.24998, 1.63609], [-1.29205, 1.15847, -0.55248], [1.33185, -0.15464, 1.56481], [0.86231, -2.44474, 0.91538], [-0.94140, -0.76191, 1.12090], [1.60854, 0.17052, -0.00633], [0.93409, -2.13669, -0.59872], [-0.86795, -0.28511, -0.31740], [0.56813, -0.55651, -0.85571], [0.93280, 0.76499, 1.97570], [2.32197, -0.29236, 2.03659], [1.91252, -2.71788, 1.22039], [0.29388, -3.28227, 1.20025], [-1.22004, 0.00254, 1.83794], [-1.63574, -1.62225, 1.30285], [2.72293, -0.09562, -0.16718], [1.64099, 1.26755, -0.18391], [0.27004, -2.79783, -1.05585], [1.92575, -2.47937, -0.87029], [-1.54367, -0.80113, -0.96400], [0.56551, -0.26100, -1.90717]], "forces_ev_per_a": [[0.360, -0.389, 0.156], [-1.150, 0.774, -0.326], [1.429, 1.633, -1.027], [-0.923, -0.422, -0.886], [2.637, -0.490, 0.764], [-1.821, 1.558, 0.581], [3.608, -0.087, 0.805], [0.454, -3.421, 1.954], [-0.415, 0.435, -2.069], [1.036, 2.115, 0.176], [-0.703, -1.142, 1.313], [1.871, 0.747, 1.180], [-0.339, 1.381, 0.807], [0.264, 0.485, -1.363], [1.024, -1.616, 0.737], [-0.390, -0.050, 0.378], [-0.824, -0.765, 0.070], [-1.074, 0.826, 0.401], [-1.082, -1.126, -0.068], [-0.394, 0.322, -0.303], [0.086, 0.828, -0.715], [-1.926, -0.164, -0.421], [-0.441, -0.509, 0.203], [-1.354, -0.807, -1.279], [0.228, 0.798, -0.799], [-0.515, -0.618, -0.320], [0.353, -0.298, 0.051]]}

Record 5
{"formula": "C9H12N8O3ReS", "method": "ωB97M-V/def2-TZVPD", "total_charge": 2, "s2": 3.782, "spin_multiplicity": 4, "homo_lumo_gap_ev": [6.893, 6.339], "symbols": ["Re", "N", "C", "S", "N", "N", "C", "C", "C", "C", "C", "C", "C", "O", "H", "H", "H", "H", "H", "H", "H", "N", "N", "C", "N", "N", "N", "O", "O", "H", "H", "H", "H", "H"], "xyz": [[0.79207, -0.07852, -0.92084], [4.12303, -1.23001, 1.29358], [3.02689, -0.60925, 0.87794], [3.08581, 0.26630, -0.66035], [1.93962, -0.62945, 1.62058], [0.93993, 0.11560, 1.02789], [0.17546, 0.88483, 1.75194], [-0.68654, 1.89128, 1.22209], [-1.55568, 2.57065, 2.10443], [-2.25669, 3.67266, 1.68203], [-2.07255, 4.14600, 0.37779], [-1.21054, 3.51961, -0.50629], [-0.52479, 2.38518, -0.09688], [0.33249, 1.79335, -0.96417], [4.96453, -1.22831, 0.74251], [4.13410, -1.67624, 2.19846], [0.28812, 0.76676, 2.82682], [-1.65249, 2.21369, 3.12201], [-2.92505, 4.18770, 2.35659], [-2.60284, 5.03171, 0.05331], [-1.04445, 3.90391, -1.50326], [-1.37619, -0.39466, -1.45316], [-1.70880, -1.75470, -1.36492], [-0.72175, -2.68905, -1.37700], [-1.09956, -3.94230, -1.45479], [0.54316, -2.19911, -1.27508], [1.64406, -3.15546, -1.30124], [1.39821, -4.32406, -1.45412], [2.71612, -2.65710, -1.16408], [-1.95979, 0.14063, -0.80700], [-1.56673, -0.04433, -2.39664], [-2.67045, -2.01886, -1.52614], [-2.07258, -4.18932, -1.55627], [-0.39617, -4.66913, -1.47573]], "forces_ev_per_a": [[0.370, 0.077, 0.056], [-0.072, 0.042, -0.009], [0.189, -0.072, 0.074], [-0.082, -0.027, -0.058], [-0.097, 0.027, -0.155], [-0.209, -0.028, 0.023], [0.035, 0.020, 0.099], [0.015, 0.025, 0.060], [0.020, -0.023, -0.052], [0.013, 0.016, -0.068], [-0.028, 0.014, 0.061], [0.000, -0.060, 0.053], [0.094, -0.066, -0.156], [-0.165, 0.068, 0.041], [0.001, -0.009, -0.002], [0.006, 0.003, 0.004], [-0.001, 0.034, -0.006], [-0.003, 0.002, 0.009], [0.000, 0.002, 0.003], [-0.008, -0.001, 0.002], [0.000, 0.007, -0.004], [-0.036, -0.071, -0.018], [-0.004, -0.026, 0.035], [-0.032, 0.072, 0.045], [0.004, 0.006, -0.059], [0.040, -0.110, -0.057], [-0.075, 0.139, 0.063], [0.033, -0.075, -0.035], [-0.017, -0.024, -0.006], [0.037, 0.013, 0.038], [-0.035, 0.038, 0.032], [0.013, -0.009, -0.053], [-0.001, 0.009, 0.015], [-0.005, -0.014, 0.024]]}

Results for energy above the lowest of the compared OMol25 structures with the same formula, charge and spin: 77.2, 64.5, 23.7, 20.9, 2.0 (in kcal/mol, following the order of the records).
Results for E_tot: -664.4766, -664.4968, -987.5375, -678.5722, -1489.6910 (in hartree, following the order of the records).